# C31H52BrDyN11

A molecular structure, C31H52BrDyN11 (ωB97M-V/def2-TZVPD, OMol25).

The LUMO energy (spin up / spin down) comes out at -7.6213 / -7.6572 eV. The HOMO-LUMO gap (spin up / spin down) is 7.52 / 7.48 eV. Its total charge is +3. Its multiplicity is 6. The expectation value of S² is 9.337. The total energy comes out at -143489.390 eV. The calculation puts the largest force on an atom at 0.4 eV Å⁻¹.

Geometry (Å):
Dy 0.80918 -0.65885 0.44842
N 2.45592 1.10746 1.79825
C 3.78652 0.59078 2.20350
C 4.17589 -0.61086 1.35938
N 3.15198 -1.68526 1.37052
C 3.58434 -2.71107 0.39754
C 2.56442 -3.82571 0.25410
N 1.21504 -3.27245 -0.03965
C 3.04917 -2.28162 2.73008
C 1.61475 -2.53213 3.18985
N 0.76199 -1.33790 2.95720
H 2.59305 1.93271 1.22415
H 1.98274 1.46747 2.62090
H 3.75639 0.32939 3.25937
H 4.56666 1.34433 2.09373
H 5.13911 -0.99577 1.71280
H 4.31015 -0.28612 0.32397
H 4.54406 -3.14821 0.69473
H 3.73640 -2.22043 -0.56926
H 2.51493 -4.41137 1.17023
H 2.89786 -4.50152 -0.53383
H 0.53202 -3.89818 0.37210
H 1.04951 -3.34577 -1.03862
H 3.52379 -1.61720 3.44879
H 3.60062 -3.22353 2.77715
H 1.64803 -2.80076 4.24731
H 1.16648 -3.36994 2.65623
H 1.07424 -0.60645 3.59119
H -0.18060 -1.55785 3.27638
C -2.86574 -2.42148 -2.58090
N -2.28654 -2.26770 -1.25172
C -2.04129 -3.53540 -0.57422
C -2.54466 -1.15609 -0.47846
N -1.54949 -0.69158 0.28429
C -1.89712 -0.06762 1.52829
C -2.77468 -0.75459 2.34254
C -3.20614 -0.25374 3.57737
C -2.72835 0.94777 4.00758
C -1.79000 1.67359 3.23767
C -1.31060 2.89691 3.75542
C -0.36605 3.61232 3.08197
C 0.10393 3.14179 1.85024
C -0.37245 1.98812 1.25600
N 0.17172 1.60360 -0.01659
C 0.40001 2.54860 -0.93492
N 1.35108 2.32986 -1.88781
C 2.58794 1.60419 -1.66511
C 1.26550 2.91044 -3.22535
N -0.31203 3.68552 -1.07446
C 0.30771 4.95425 -1.45323
C -1.71293 3.81462 -0.69905
C -1.33148 1.17988 1.96878
N -3.74083 -0.57609 -0.60352
C -3.99491 0.82731 -0.30900
C -4.94682 -1.34448 -0.91279
H -2.10118 -2.84130 -3.23845
H -3.16700 -1.45561 -2.98046
H -3.72536 -3.09576 -2.59598
H -2.96666 -4.11110 -0.46620
H -1.64560 -3.34375 0.42150
H -1.34846 -4.14419 -1.15759
H -3.14908 -1.71262 1.99940
H -3.91502 -0.81747 4.16916
H -3.05198 1.36462 4.95249
H -1.69760 3.24670 4.70356
H 0.01871 4.53862 3.48791
H 0.86671 3.71370 1.33501
H 3.42782 2.29363 -1.53320
H 2.80226 0.98555 -2.53625
H 2.52406 0.95839 -0.79233
H 0.27127 3.30562 -3.40959
H 1.46151 2.12423 -3.95694
H 2.00239 3.70137 -3.37869
H 1.39012 4.87075 -1.48863
H 0.04954 5.70027 -0.69862
H -0.06014 5.31069 -2.41596
H -2.16376 2.83420 -0.58696
H -2.22994 4.35418 -1.49333
H -1.83416 4.37076 0.23202
H -3.06874 1.39175 -0.34706
H -4.45114 0.95673 0.67437
H -4.68065 1.21487 -1.06234
H -4.77194 -2.41127 -0.81044
H -5.31315 -1.12912 -1.91717
H -5.72250 -1.06043 -0.20088
Br 0.25279 -0.81132 -6.80237
C 0.44622 -0.85719 -4.93832
C 1.44363 -1.62168 -4.34030
C 1.54853 -1.60687 -2.96590
N 0.74113 -0.90449 -2.15363
C -0.21948 -0.17938 -2.74849
C -0.40163 -0.12364 -4.11441
H 2.12310 -2.21245 -4.93895
H 2.33880 -2.18245 -2.49405
H -0.87356 0.38056 -2.09078
H -1.19027 0.48175 -4.54068

---

# C31H52F2N2O9P

3 unconnected molecules or ions with the total composition C31H52F2N2O9P (ωB97M-V/def2-TZVPD, OMol25).

The LUMO energy comes out at -1.8567 eV. The HOMO-LUMO gap is 9.19 eV. Its total charge is +1. Its multiplicity is 1. The total energy comes out at -69114.395 eV. The calculation puts the largest force on an atom at 1.0 eV Å⁻¹.

Geometry (Å):
C 5.58695 1.33580 0.95149
C 5.42559 2.76745 0.44178
O 4.16333 3.30566 0.80951
C 3.53508 4.01819 -0.23552
C 2.30117 4.73559 0.28131
O 1.11350 3.95318 0.26137
C 0.34525 4.06822 1.43524
C -0.68403 2.96511 1.54967
O -0.11221 1.67537 1.71763
C -1.02386 0.67299 1.98060
N -1.69058 -0.06631 0.80932
P -3.57119 0.28859 0.79541
C -3.73224 2.09651 0.95231
C -4.10402 -0.29522 2.47217
C -5.14603 0.64706 3.11463
C -1.61272 -1.52998 1.12988
C -2.55642 -2.40308 0.31305
C -2.55322 -2.08744 -1.19210
C -1.94701 -0.74221 -1.67443
C -1.09695 -1.03464 -2.92680
C 0.15931 -1.88170 -2.82628
C 1.12489 -1.72125 -3.84983
C 2.31355 -2.45369 -3.85148
C 2.56522 -3.38341 -2.83649
C 1.61647 -3.58456 -1.82244
C 1.85522 -4.59383 -0.72179
C 0.43142 -2.82602 -1.82559
C -1.28022 0.25623 -0.63271
C 0.15957 0.76987 -0.94544
C 1.49865 0.14226 -0.51604
N 1.53970 -0.54992 0.76912
H 6.63882 1.11838 1.14256
H 5.21706 0.61287 0.22064
H 5.04066 1.19206 1.88354
H 5.55216 2.79053 -0.64479
H 6.20891 3.39289 0.88388
H 4.21063 4.79089 -0.62816
H 3.27798 3.35623 -1.07330
H 2.51719 5.09438 1.29133
H 2.13718 5.60906 -0.36028
H -0.26161 4.98423 1.37504
H 0.97747 4.11523 2.32628
H -1.34736 3.20515 2.38606
H -1.28223 2.97839 0.62949
H -0.48453 -0.08469 2.54459
H -1.81762 1.05493 2.63387
H -3.30921 2.57337 0.06676
H -4.81291 2.25024 0.89340
H -3.34628 2.55259 1.86252
H -4.56141 -1.27594 2.35357
H -3.25367 -0.35243 3.15511
H -4.70278 1.57161 3.47700
H -5.96552 0.86429 2.42936
H -5.58016 0.13345 3.97596
H -0.58415 -1.84601 0.98712
H -1.83370 -1.66191 2.19053
H -2.18796 -3.42602 0.44852
H -3.57064 -2.40666 0.70535
H -2.06650 -2.91123 -1.71450
H -3.59023 -2.12770 -1.53500
H -2.79538 -0.18064 -2.07044
H -1.77109 -1.53710 -3.63134
H -0.84265 -0.09266 -3.41853
H 0.94298 -1.01499 -4.65407
H 3.02801 -2.30309 -4.65039
H 3.48538 -3.95383 -2.84318
H 0.99576 -5.25060 -0.59778
H 2.75507 -5.17764 -0.91284
H 2.01278 -4.07756 0.23240
H -0.28179 -2.99820 -1.03540
H -1.85499 1.17454 -0.81012
H 0.21032 0.87357 -2.03114
H 0.19479 1.80635 -0.61988
H 1.87442 -0.53251 -1.28264
H 2.22531 0.96700 -0.50322
H 1.82385 0.09273 1.49434
H 2.22293 -1.29142 0.75180
C 7.68150 -0.92698 -0.86022
C 8.73312 -1.42378 0.10870
O 9.21853 -2.58045 -0.53932
C 9.03085 -2.42457 -1.88259
O 9.51880 -3.09595 -2.71656
O 8.19483 -1.37850 -2.11300
F 8.20115 -1.76652 1.30815
H 6.71715 -1.39952 -0.66600
H 7.56750 0.15251 -0.86140
H 9.56053 -0.73231 0.27743
C -9.94825 0.06167 0.65086
C -9.23958 -1.19331 1.11538
O -7.98958 -1.10004 0.44243
C -7.74349 0.21133 0.19750
O -6.69409 0.64244 -0.15078
O -8.84618 0.94997 0.41438
F -9.86876 -2.32163 0.73023
H -10.47931 -0.11451 -0.28487
H -10.62516 0.48336 1.38725
H -9.05909 -1.24012 2.19087

---

Question: Look up the multiplicity of the second one.
Answer: 1

---

Question: The lowest largest force on an atom belongs to which entry?
Answer: C31H52BrDyN11